Record 1
Entry from OMol25: a cluster of 2 separate species, CH5NOS in total (ωB97M-V with the def2-TZVPD basis set).

Results
- F_max (hartree/bohr) = 0.0809
- energy relative to the best compared isomer or geometry (same formula, charge and spin) (eV) = 2.055
- SMILES = C=O.NS
- energy (eV) = -15489.06497

ORCA input file:
```
! RIJCOSX wB97M-V def2-TZVPD def2/J DEFGRID3
* xyz 0 1
C 0.36289 1.02062 -1.72282
O 1.05032 0.33345 -2.38467
H 0.56034 2.00251 -1.26041
H -0.70464 0.59273 -1.34848
N -0.79604 -0.60111 1.21744
S 0.89076 -0.94798 1.17684
H -1.41473 -1.40174 0.97968
H -1.02394 0.26771 0.83336
H 1.07505 -1.26619 2.50906
*
```

Partial charges, natural (NBO), in e:
1. C 0.30
2. O -0.48
3. H 0.11
4. H 0.06
5. N -0.99
6. S 0.14
7. H 0.38
8. H 0.37
9. H 0.10



Record 2
Entry from OMol25: a structure of composition C19H23F6N4NiSb (ωB97M-V with the def2-TZVPD basis set).

Results
- F_max (hartree/bohr) = 0.0375
- energy relative to the best compared isomer or geometry (same formula, charge and spin) (eV) = 0.000
- energy (eV) = -89920.25690

ORCA input file:
```
! RIJCOSX wB97M-V def2-TZVPD def2/J DEFGRID3
* xyz 1 4
Ni 1.13606 -0.74293 0.50936
C 0.03319 1.89569 -0.14568
C -1.30007 -0.01876 -1.36082
N -0.73008 -1.10486 -0.54390
C -0.62434 -2.38156 -1.28124
C 0.73056 -3.03667 -1.12333
C 0.95289 -4.37230 -1.40523
C 2.23000 -4.88486 -1.22994
C 3.24494 -4.05630 -0.77821
C 2.94925 -2.73135 -0.50832
C 3.96821 -1.76328 0.05736
N 3.32601 -0.50181 0.45384
C 3.57583 0.63632 -0.44680
C 2.49586 1.68966 -0.23828
N 1.19223 1.07842 -0.52966
N 1.72175 -2.24806 -0.70253
H 0.01245 1.97340 0.94191
H 0.13639 2.91237 -0.53835
H -0.72402 0.04315 -2.28996
H -2.33204 -0.24834 -1.63327
H -1.31833 -1.22744 0.27668
H -0.76708 -2.17883 -2.34529
H -1.40496 -3.08000 -0.97883
H 0.14206 -5.00420 -1.74189
H 2.42815 -5.93006 -1.42536
H 4.24575 -4.43262 -0.61309
H 4.74594 -1.58639 -0.69050
H 4.44736 -2.22878 0.91852
H 3.59697 -0.25365 1.39859
H 3.53109 0.26759 -1.47439
H 4.56133 1.07595 -0.27932
H 2.68556 2.55560 -0.87815
H 2.49844 2.01776 0.80114
H 1.14946 0.88297 -1.52494
C -1.29756 1.32010 -0.64164
C -2.40124 1.98463 -0.47071
C -3.49861 2.77214 -0.26648
C -4.31501 2.59817 0.88929
C -5.42439 3.38593 1.08024
C -5.76384 4.37695 0.15937
C -4.97471 4.56726 -0.97534
C -3.86882 3.78304 -1.20038
H -4.04745 1.83236 1.60526
H -6.04352 3.23189 1.95432
H -6.63394 4.99734 0.32276
H -5.23131 5.34244 -1.68520
H -3.25181 3.93612 -2.07603
F 0.72898 -2.28574 1.84501
Sb 0.57438 -1.04380 3.39233
F -0.28607 -2.42768 4.28290
F -0.96645 -0.47486 2.40108
F 2.38354 -1.50148 3.67855
F 1.37159 0.40649 2.27884
F 0.40944 0.18284 4.77571
*
```

Partial charges, natural (NBO), in e:
1. Ni 1.47
2. C -0.25
3. C -0.24
4. N -0.69
5. C -0.27
6. C 0.24
7. C -0.24
8. C -0.11
9. C -0.24
10. C 0.24
11. C -0.27
12. N -0.68
13. C -0.23
14. C -0.23
15. N -0.68
16. N -0.57
17. H 0.24
18. H 0.21
19. H 0.19
20. H 0.22
21. H 0.42
22. H 0.23
23. H 0.23
24. H 0.24
25. H 0.24
26. H 0.24
27. H 0.22
28. H 0.24
29. H 0.41
30. H 0.20
31. H 0.22
32. H 0.21
33. H 0.23
34. H 0.38
35. C -0.15
36. C 0.15
37. C -0.09
38. C -0.19
39. C -0.21
40. C -0.18
41. C -0.21
42. C -0.20
43. H 0.22
44. H 0.23
45. H 0.22
46. H 0.23
47. H 0.22
48. F -0.70
49. Sb 3.15
50. F -0.64
51. F -0.68
52. F -0.66
53. F -0.71
54. F -0.63



Record 3
Entry from OMol25: a structure of composition C27H24BrCl2FeN3O2PS (ωB97M-V with the def2-TZVPD basis set).

Results
- F_max (hartree/bohr) = 0.1108
- energy relative to the best compared isomer or geometry (same formula, charge and spin) (eV) = 19.562
- energy (eV) = -186534.30142

ORCA input file:
```
! RIJCOSX wB97M-V def2-TZVPD def2/J DEFGRID3
* xyz 0 6
Fe 0.44121 -0.57931 0.11157
O 4.37275 4.15997 2.11299
C 3.81628 2.99530 1.60026
C 2.79094 2.30182 2.63103
C 2.30279 1.22014 2.11364
N 3.12738 0.70747 -0.05278
C 4.07057 1.49999 -0.57461
Br 4.06476 1.80871 -2.45156
C 4.26574 2.67901 0.34216
H 4.00738 4.35041 2.97972
H 2.60197 2.72410 3.60861
H 1.33691 -0.56164 1.91965
H 4.94799 3.44779 -0.01147
S -1.01435 1.22807 3.72622
C -1.31167 -0.45935 3.99416
C -1.59282 -1.12348 5.18632
C -1.82624 -2.48168 5.12053
C -1.80560 -3.16276 3.89529
C -1.53858 -2.50350 2.71539
C -1.26367 -1.13692 2.77494
N -0.98860 -0.32391 1.68556
C -0.78936 0.92231 2.03746
C -0.50779 1.89339 0.96146
C -0.73620 3.25763 1.07919
C -0.73081 4.03191 -0.07382
C -0.54990 3.42577 -1.30975
C -0.27966 2.06106 -1.41103
C -0.14736 1.29475 -0.26779
H -1.63161 -0.59222 6.12764
H -2.04097 -3.02798 6.02947
H -2.00917 -4.22517 3.87700
H -1.52631 -3.00465 1.75811
H -0.97445 3.70418 2.03888
H -0.92142 5.09515 -0.01276
H -0.61718 4.02532 -2.20950
H -0.15551 1.60469 -2.38630
Cl 1.43747 -5.14411 1.76072
C 2.47652 -3.75843 1.81759
C 3.73847 -3.88137 2.39301
C 4.61426 -2.80964 2.42254
C 4.21941 -1.57217 1.92007
C 2.94008 -1.45320 1.44810
Cl 2.18716 0.00745 0.99880
C 2.03241 -2.56798 1.24265
N 0.82131 -2.45406 0.51861
H 4.03384 -4.83987 2.79754
H 5.60549 -2.92409 2.83698
H 4.86870 -0.70584 1.97582
C -0.12538 -4.02318 -1.61969
P 0.56893 -2.34927 -1.59649
C 0.29567 -1.96945 -3.39669
C 2.39993 -2.52301 -1.74367
O -0.63645 -1.25410 -1.22171
H -0.02192 -4.46223 -2.61143
H -1.18467 -3.91974 -1.38272
H 0.34110 -4.64982 -0.86405
H 0.90717 -2.60929 -4.03680
H 0.50313 -0.92250 -3.62178
H -0.75502 -2.15632 -3.62079
H 2.61677 -3.53602 -1.39863
H 2.97231 -1.83185 -1.12775
H 2.70816 -2.40911 -2.77940
*
```

Partial charges, natural (NBO), in e:
1. Fe 1.08
2. O -0.68
3. C 0.26
4. C -0.26
5. C -0.17
6. N -0.91
7. C 0.07
8. Br 0.05
9. C -0.32
10. H 0.47
11. H 0.25
12. H 0.00
13. H 0.23
14. S 0.43
15. C -0.25
16. C -0.21
17. C -0.20
18. C -0.21
19. C -0.20
20. C 0.18
21. N -0.54
22. C 0.13
23. C -0.19
24. C -0.18
25. C -0.23
26. C -0.19
27. C -0.17
28. C -0.25
29. H 0.22
30. H 0.22
31. H 0.22
32. H 0.25
33. H 0.21
34. H 0.22
35. H 0.21
36. H 0.21
37. Cl 0.00
38. C 0.02
39. C -0.23
40. C -0.24
41. C -0.22
42. C -0.20
43. Cl 1.21
44. C 0.09
45. N -0.94
46. H 0.23
47. H 0.23
48. H 0.24
49. C -0.96
50. P 1.76
51. C -0.98
52. C -0.96
53. O -0.93
54. H 0.23
55. H 0.25
56. H 0.25
57. H 0.21
58. H 0.23
59. H 0.23
60. H 0.25
61. H 0.24
62. H 0.24



Record 4
Entry from OMol25: a cluster of 2 separate species, C4H11NO in total (ωB97M-V with the def2-TZVPD basis set).

Results
- F_max (hartree/bohr) = 0.0494
- energy relative to the best compared isomer or geometry (same formula, charge and spin) (eV) = 2.387
- SMILES = C=CC.NCO
- energy (eV) = -7862.16661

ORCA input file:
```
! RIJCOSX wB97M-V def2-TZVPD def2/J DEFGRID3
* xyz 0 1
C -3.35511 1.15327 -1.15925
C -2.89446 2.17240 -0.42428
C -1.92682 2.11685 0.69935
H -3.97788 1.36448 -2.03701
H -3.33719 0.14533 -0.81826
H -3.23748 3.14707 -0.71566
H -2.02772 3.16070 1.06832
H -2.22640 1.46719 1.50302
H -0.87779 2.04262 0.45552
N 2.96166 -2.43645 1.10647
C 1.98142 -1.99114 0.12557
O 2.37475 -0.78043 -0.62076
H 3.87544 -2.16053 0.74405
H 2.92934 -1.72529 1.85040
H 1.74062 -2.77245 -0.63587
H 0.99520 -1.77067 0.61179
H 3.14544 -0.31601 -0.28539
*
```

Partial charges, natural (NBO), in e:
1. C -0.39
2. C -0.17
3. C -0.66
4. H 0.19
5. H 0.19
6. H 0.19
7. H 0.21
8. H 0.22
9. H 0.23
10. N -0.81
11. C 0.09
12. O -0.76
13. H 0.35
14. H 0.34
15. H 0.17
16. H 0.16
17. H 0.47